Formula: C3H3NS
Source: the OMol25 dataset
Level of theory: ωB97M-V/def2-TZVPD

Geometry (Å):
C  1.88  0.97  -0.07
C  0.84  0.39  -0.17
C  -0.40  -0.24  -0.41
N  -1.23  -0.68  0.53
S  -0.74  -0.55  -2.22
H  2.69  1.49  0.36
H  -0.88  -0.32  1.46
H  -2.16  -1.08  0.54

Summary:
LUMO level (alpha / beta) = 0.86 / -2.33 eV
⟨S²⟩ = 2.016
molar mass = 85.1 g/mol
multiplicity = 3

Mulliken population analysis, charges in e, atoms 1 to 4: C 0.18; C -0.67; C 0.23; N -0.45


Formula: C4H9O2P
Source: the OMol25 dataset
Level of theory: ωB97M-V/def2-TZVPD

Geometry (Å):
C  1.18  0.45  1.70
C  0.82  -0.48  0.86
C  1.73  -0.89  -0.25
O  -0.38  -1.20  0.98
P  -1.42  -1.41  -0.19
O  -1.39  0.05  -1.03
C  -2.52  0.88  -0.89
H  0.56  0.90  2.42
H  2.15  0.78  1.62
H  2.63  -0.34  -0.04
H  1.88  -2.11  -0.29
H  1.43  -0.76  -1.31
H  -0.72  -2.10  -1.30
H  -3.35  0.21  -1.16
H  -2.18  1.85  -1.35
H  -2.70  1.15  0.10

Summary:
LUMO level = 0.97 eV
molar mass = 120.1 g/mol
SMILES = C=C(C)OPOC
multiplicity = 1

Mulliken population analysis, charges in e, atoms 1 to 4: C -1.08; C 0.99; C -1.02; O -0.30


Formula: C44H42F3IrN4P2S
Source: the OMol25 dataset
Level of theory: ωB97M-V/def2-TZVPD

Geometry (Å):
Ir  -0.61  -0.50  -0.11
C  2.44  -0.66  2.98
N  1.49  -0.85  1.86
P  1.73  -0.13  0.35
C  2.36  1.50  0.72
C  3.68  1.86  0.42
C  4.14  3.12  0.76
C  3.30  4.03  1.39
C  1.99  3.67  1.69
C  1.52  2.41  1.36
C  3.02  -1.03  -0.51
C  3.50  -0.49  -1.70
C  4.53  -1.13  -2.38
C  5.04  -2.33  -1.90
C  4.52  -2.89  -0.74
C  3.50  -2.25  -0.05
P  -0.15  -1.04  2.01
C  -0.48  -2.76  2.32
C  -1.81  -3.13  2.58
C  -2.12  -4.46  2.85
C  -1.10  -5.41  2.86
C  0.22  -5.04  2.62
C  0.53  -3.73  2.34
C  -0.80  -0.16  3.41
C  -0.47  -0.62  4.69
C  -1.02  0.02  5.79
C  -1.91  1.07  5.62
C  -2.26  1.51  4.34
C  -1.70  0.90  3.23
H  3.42  -0.41  2.57
H  2.53  -1.58  3.55
H  2.13  0.15  3.64
H  4.35  1.16  -0.05
H  5.16  3.40  0.54
H  3.66  5.01  1.63
H  1.34  4.37  2.19
H  0.50  2.14  1.59
H  3.11  0.45  -2.07
H  4.94  -0.68  -3.28
H  5.85  -2.82  -2.43
H  4.92  -3.83  -0.37
H  3.12  -2.68  0.87
H  -2.59  -2.38  2.60
H  -3.14  -4.75  3.06
H  -1.34  -6.44  3.08
H  1.00  -5.79  2.66
H  1.56  -3.44  2.15
H  0.19  -1.47  4.83
H  -0.75  -0.31  6.78
H  -2.35  1.55  6.48
H  -2.97  2.31  4.22
H  -1.96  1.23  2.24
F  0.50  8.64  -1.64
C  -0.61  8.09  -2.16
F  -0.62  8.32  -3.47
F  -1.66  8.71  -1.61
C  -0.64  6.61  -1.85
C  -0.26  5.69  -2.81
C  -0.24  4.34  -2.50
C  -0.59  3.92  -1.22
C  -0.96  4.86  -0.25
C  -0.98  6.20  -0.56
C  -0.61  2.53  -0.89
C  -0.63  1.34  -0.61
H  0.00  6.02  -3.81
H  0.05  3.61  -3.25
H  -1.24  4.53  0.75
H  -1.27  6.94  0.17
S  0.06  -2.63  -1.01
C  0.49  -2.56  -2.72
N  -0.44  -2.42  -3.64
C  -0.16  -2.50  -5.09
C  1.06  -3.37  -5.31
C  2.21  -2.89  -4.44
N  1.74  -2.77  -3.04
H  -1.39  -2.29  -3.34
H  0.00  -1.49  -5.48
H  -1.04  -2.92  -5.58
H  1.36  -3.33  -6.36
H  0.83  -4.41  -5.07
H  2.57  -1.92  -4.77
H  3.04  -3.59  -4.45
H  2.41  -2.90  -2.29
C  -6.83  -1.29  -1.04
C  -5.40  -1.14  -0.61
C  -4.55  -2.23  -0.48
C  -3.23  -2.04  -0.16
N  -2.70  -0.82  0.05
C  -3.53  0.25  -0.02
C  -4.86  0.12  -0.34
H  -7.13  -2.33  -1.08
H  -6.96  -0.85  -2.03
H  -7.49  -0.75  -0.37
H  -4.92  -3.24  -0.62
H  -2.55  -2.89  -0.06
H  -3.09  1.22  0.17
H  -5.48  1.01  -0.38

Summary:
LUMO level (alpha / beta) = -9.89 / -10.97 eV
⟨S²⟩ = 0.772
molar mass = 970.1 g/mol
net charge = +3
multiplicity = 2

Mulliken population analysis, charges in e, atoms 1 to 4: Ir 1.49; C -1.03; N 0.27; P 1.25


Formula: C30H30BF4N5O3SW
Source: the OMol25 dataset
Level of theory: ωB97M-V/def2-TZVPD

Geometry (Å):
W  -0.08  0.44  -0.58
C  -4.20  0.73  -1.37
O  -4.21  1.64  -2.46
C  -3.07  2.11  -3.03
C  -3.28  3.07  -4.02
C  -2.22  3.63  -4.72
C  -0.93  3.24  -4.43
C  -0.69  2.31  -3.42
C  0.70  1.98  -3.12
N  1.07  1.34  -2.07
N  2.47  1.24  -1.90
C  2.72  0.72  -0.76
O  1.71  0.38  0.04
C  4.09  0.48  -0.28
C  4.29  -0.10  0.96
C  5.58  -0.34  1.41
C  6.66  0.01  0.62
C  6.46  0.60  -0.62
C  5.18  0.83  -1.08
C  -1.76  1.75  -2.72
O  -1.48  0.84  -1.75
H  -5.24  0.54  -1.15
H  -3.73  1.20  -0.49
H  -3.70  -0.20  -1.63
H  -4.30  3.36  -4.23
H  -2.41  4.37  -5.48
H  -0.09  3.66  -4.97
H  1.48  2.35  -3.77
H  3.43  -0.35  1.57
H  5.74  -0.79  2.38
H  7.67  -0.17  0.97
H  7.31  0.87  -1.24
H  5.00  1.30  -2.04
N  -1.59  -0.48  0.83
C  -1.81  0.03  2.17
C  -1.98  -0.90  3.19
C  -2.25  -0.48  4.48
C  -2.34  0.88  4.74
C  -2.15  1.79  3.72
C  -1.88  1.39  2.41
C  -1.59  2.44  1.38
C  -2.26  3.66  1.51
C  -1.89  4.77  0.77
C  -0.78  4.69  -0.05
C  -0.15  3.46  -0.22
C  -0.56  2.28  0.42
H  -1.32  -1.46  0.90
H  -2.45  -0.43  0.29
H  -1.90  -1.95  2.96
H  -2.38  -1.20  5.28
H  -2.56  1.24  5.74
H  -2.16  2.85  3.95
H  -3.10  3.73  2.19
H  -2.45  5.69  0.86
H  -0.43  5.56  -0.59
H  0.70  3.43  -0.88
F  -0.01  -3.56  -2.05
B  -0.45  -2.27  -2.33
F  0.65  -1.35  -2.00
F  -0.81  -2.09  -3.64
F  -1.49  -1.89  -1.45
C  1.37  -5.98  0.13
N  1.08  -4.58  0.34
C  0.89  -3.91  1.48
S  0.99  -2.21  1.48
N  0.66  -4.56  2.64
C  0.16  -5.91  2.85
H  2.05  -6.06  -0.71
H  0.47  -6.56  -0.11
H  1.85  -6.41  1.00
H  1.04  -3.99  -0.48
H  0.66  -3.94  3.43
H  0.94  -6.61  3.11
H  -0.36  -6.26  1.96
H  -0.56  -5.88  3.67

Summary:
LUMO level (alpha / beta) = -0.44 / -0.73 eV
molar mass = 811.3 g/mol
multiplicity = 1

Mulliken population analysis, charges in e, atoms 1 to 4: W 0.58; C -0.29; O -0.49; C -0.16


- Which value of molar mass does entry 3 give?
  970.1 g/mol